[1]
The following is a quantum chemistry calculation of a cluster of 2 separate species, C3H7N2S in total at a distorted geometry, from the Open Molecules 2025 dataset.

Net charge = +1
Relative energy (zero: lowest compared OMol25 entry of this formula, charge and spin) = 125.8 kcal per mole
Electronic energy = -17028.116 eV
2S+1 = 1
LUMO energy (alpha / beta) = -6.1 / -4.5 eV

Geometry as XYZ:
```
13
Properties=species:S:1:pos:R:3:lowdin_charge:R:1
C -2.31372 -0.53602 -0.06564 -0.148
C 0.78079 1.09061 -0.39612 -0.463
C 1.13114 -1.50188 0.29411 -0.287
N -1.80916 0.21916 -0.84540 0.142
N 0.77891 2.31206 -0.23310 0.165
S 2.00423 0.02266 -0.37892 1.036
H -3.32307 -0.68902 0.06565 0.061
H -1.76509 -1.20210 0.63232 0.079
H 0.34833 -1.30267 1.03185 0.027
H 1.90851 -1.99276 0.89294 0.052
H 0.53329 -2.04616 -0.47853 0.074
H 0.05768 2.93147 -0.47204 0.136
H 1.66817 2.69465 -0.04712 0.127
```

[2]
The following is a quantum chemistry calculation of a structure of composition C26H26F3N7O3Sn at a distorted geometry, from the Open Molecules 2025 dataset.

Net charge = 0
Relative energy (zero: lowest compared OMol25 entry of this formula, charge and spin) = 0.0 kcal per mole
Electronic energy = -57939.754 eV
2S+1 = 1
LUMO energy = -0.7 eV

Geometry as XYZ:
```
66
Properties=species:S:1:pos:R:3:lowdin_charge:R:1
Sn 10.46245 8.22254 12.38075 1.251
C 13.11659 11.75448 13.33535 -0.024
C 12.61643 10.45254 12.91140 -0.282
N 11.42790 10.00261 13.31382 -0.082
N 10.80656 10.61016 14.36460 0.062
C 9.81480 9.83873 14.88513 -0.386
O 9.49418 8.71991 14.33452 -0.223
C 9.17045 10.26254 16.17585 -0.136
C 9.44228 11.53140 16.66432 -0.042
C 9.03379 11.83751 17.95220 -0.085
C 8.70879 10.81702 18.83541 -0.102
C 8.36728 9.58482 18.35100 -0.098
C 8.52583 9.31946 17.00932 -0.018
C 13.29126 9.53336 12.07822 -0.223
C 14.70043 9.84183 11.81338 0.038
C 15.38372 8.92298 10.97435 -0.041
C 14.77216 7.68684 10.69023 -0.058
C 13.46999 7.43172 11.07894 -0.135
N 12.76006 8.37515 11.67430 -0.024
H 12.45302 12.20523 14.05851 0.067
H 14.12599 11.76519 13.78786 0.096
H 13.23779 12.35686 12.41845 0.099
H 9.99774 12.18527 16.00094 0.105
H 8.93495 12.87682 18.28499 0.107
H 8.52201 11.08102 19.88824 0.111
H 7.96035 8.79285 19.03184 0.124
H 8.33607 8.32580 16.65096 0.111
H 15.18023 10.76640 12.07034 0.095
H 16.28568 9.29004 10.50638 0.106
H 15.36065 6.88037 10.11418 0.135
H 12.98482 6.48882 10.76320 0.131
O 11.49011 13.27914 9.62980 -0.054
C 11.62404 13.09864 8.22532 -0.295
N 12.89834 12.53311 7.91001 0.089
C 13.19373 11.17303 7.61257 -0.431
O 14.33389 10.79849 7.45546 0.087
C 12.09109 10.23392 7.42093 -0.114
C 12.27631 9.29083 6.34580 0.000
C 11.47381 8.19678 6.25762 -0.066
C 10.47619 7.97584 7.21526 -0.112
N 10.31021 8.81165 8.24331 0.081
C 10.99528 9.94570 8.22554 -0.115
H 10.80681 13.97254 9.80368 0.111
H 11.51540 14.02353 7.67011 0.119
H 10.84076 12.44041 7.79613 0.118
H 13.62271 13.00453 8.47781 0.154
H 13.05711 9.51718 5.60490 0.129
H 11.52286 7.49793 5.42834 0.106
H 9.86498 7.07734 7.22609 0.112
H 10.68446 10.66884 8.97330 0.103
C 7.65495 10.32355 10.52632 -0.040
C 7.02782 9.41042 11.46905 -0.503
N 6.96382 8.12630 11.27742 0.082
C 6.23212 7.63681 12.33942 -0.153
C 5.97447 8.65562 13.24319 -0.110
N 6.45866 9.78693 12.63112 0.087
H 8.53422 9.82675 10.19481 0.011
H 7.93140 11.33298 10.97591 0.103
H 6.98167 10.50026 9.69436 0.080
H 6.04983 6.54138 12.49989 0.109
H 5.58951 8.65401 14.25901 0.103
H 6.30824 10.74851 12.87509 0.150
F 12.13219 7.27979 14.77700 0.035
C 11.28475 6.76418 13.82751 -0.676
F 11.99245 5.75217 13.19946 -0.002
F 10.19998 6.24315 14.45886 0.025
```

[3]
The following is a quantum chemistry calculation of a cluster of 2 separate species, C5H10S2 in total at a distorted geometry, from the Open Molecules 2025 dataset.

Net charge = 0
Relative energy (zero: lowest compared OMol25 entry of this formula, charge and spin) = 70.6 kcal per mole
Electronic energy = -27014.126 eV
2S+1 = 1
LUMO energy = 0.6 eV

Geometry as XYZ:
```
17
Properties=species:S:1:pos:R:3:lowdin_charge:R:1
C -0.22654 0.72910 -2.25311 -0.078
C 0.46559 0.05029 -1.38337 -0.060
C 1.43679 0.56704 1.23299 -0.143
C -1.11921 0.47949 1.10220 -0.177
C 0.18933 -0.13647 0.79766 -0.761
S -1.36344 -2.42588 -0.00903 0.347
S 0.21771 -1.91269 1.13285 0.486
H 0.01606 0.77192 -3.28770 0.032
H -1.08758 1.38898 -2.26138 0.054
H 1.27660 -0.70369 -1.47312 0.065
H 1.30301 1.61813 1.21718 0.069
H 1.75400 0.30353 2.21185 0.060
H 2.20797 0.28610 0.43044 0.096
H -1.30956 1.48494 0.78034 0.085
H -1.18232 0.48827 2.18152 0.087
H -1.86260 -0.13420 0.74407 -0.017
H -0.71581 -2.85486 -1.16341 -0.144
```

[4]
The following is a quantum chemistry calculation of an isolated molecule of C16H16N4O4S at a distorted geometry, from the Open Molecules 2025 dataset.

Net charge = 0
Relative energy (zero: lowest compared OMol25 entry of this formula, charge and spin) = 82.1 kcal per mole
Electronic energy = -41834.487 eV
2S+1 = 1
LUMO energy = -0.5 eV

Geometry as XYZ:
```
41
Properties=species:S:1:pos:R:3:lowdin_charge:R:1
C 2.51378 2.84630 -0.68612 -0.037
C 2.15543 1.78641 -1.66516 -0.228
C 1.04010 0.97635 -1.46109 -0.198
C 0.70582 -0.03181 -2.33791 0.035
C 1.49799 -0.24161 -3.46011 -0.136
C 2.60944 0.55955 -3.69971 0.023
C 2.92843 1.56100 -2.80516 -0.009
H 3.79254 2.18184 -2.98743 0.118
H 3.20556 0.38095 -4.58201 0.122
N 1.16732 -1.29788 -4.38448 -0.365
O 0.22516 -2.00852 -4.11413 0.090
O 1.85790 -1.41039 -5.37481 0.081
H -0.16539 -0.63943 -2.14570 0.122
S -0.02370 1.19950 -0.02868 0.684
O -0.36904 2.58515 0.11708 -0.289
O -1.10509 0.26472 -0.15673 -0.270
N 1.06169 0.80691 1.18313 -0.126
H 1.06446 -0.20494 1.30031 0.091
C 0.86529 1.47005 2.46337 -0.220
H 0.24364 2.34569 2.26586 0.108
C 0.20128 0.55628 3.51263 -0.108
C -0.80791 -0.31167 2.84491 -0.314
C -2.16461 -0.13855 2.70492 -0.006
N -2.59290 -1.14851 1.90325 -0.006
C -3.81667 -1.44617 1.41547 -0.039
C -3.96796 -2.52014 0.59324 -0.067
C -2.85465 -3.31258 0.24634 -0.072
C -1.61468 -3.01065 0.73438 0.006
C -1.47012 -1.90348 1.57950 -0.297
N -0.39028 -1.40207 2.15587 0.132
H -0.73913 -3.58613 0.48390 0.116
H -2.99135 -4.15365 -0.41490 0.104
H -4.94265 -2.75831 0.19960 0.103
H -4.63103 -0.79799 1.70283 0.130
H -2.82209 0.61100 3.09438 0.127
H -0.25785 1.16312 4.29247 0.117
H 0.96394 -0.08573 3.95724 0.117
H 1.84069 1.80958 2.82827 0.115
H 1.62703 3.41599 -0.41820 0.075
H 2.88127 2.38218 0.22814 0.086
H 3.27834 3.50763 -1.08477 0.085
```

[5]
The following is a quantum chemistry calculation of an isolated molecule of C3H7NO2, from the Open Molecules 2025 dataset.

Net charge = 0
Relative energy (zero: lowest compared OMol25 entry of this formula, charge and spin) = 25.5 kcal per mole
Electronic energy = -8809.421 eV
2S+1 = 1
LUMO energy = 0.8 eV

Geometry as XYZ:
```
13
Properties=species:S:1:pos:R:3:lowdin_charge:R:1
N 0.56446 0.60292 -1.64111 0.153
C 1.02836 -0.00118 -0.62942 -0.498
O 2.33792 -0.33379 -0.59322 0.050
C 0.34170 -0.48447 0.62439 -0.108
C -1.15289 -0.23846 0.64809 -0.274
O -1.34066 1.16640 0.65396 -0.068
H 2.71218 0.01352 -1.41634 0.112
H -0.41406 0.84132 -1.50553 0.041
H 0.80306 0.02069 1.48070 0.131
H 0.56001 -1.55490 0.71817 0.129
H -1.61973 -0.70209 -0.23397 0.122
H -1.59196 -0.70908 1.54169 0.118
H -2.22838 1.37912 0.35260 0.092
```